No. 1
Formula: C2HNO
Source: OMol25
Level of theory: ωB97M-V/def2-TZVPD

Structure (XYZ):
```
5
Properties=species:S:1:pos:R:3:nbo_charge:R:1
O -2.851 0.093 -0.215 -0.481
N 2.463 -0.740 -0.014 -0.304
C 1.562 -0.045 -0.053 0.071
C -1.882 0.110 0.359 0.489
H 0.709 0.583 -0.076 0.226
```

ΔE to the lowest compared entry with this formula, charge and spin: 0.4 kcal per mole
HOMO level: -12.7695 eV
Electronic energy: -5626.56388 eV
Maximum force: 0.82 eV Å⁻¹
E_LUMO: 0.81 eV

=====

No. 2
Formula: C2HNO
Source: OMol25
Level of theory: ωB97M-V/def2-TZVPD

Structure (XYZ):
```
5
Properties=species:S:1:pos:R:3:nbo_charge:R:1
O -1.156 -1.019 -0.450 -0.423
N 1.976 0.043 0.465 -0.226
C 0.851 0.010 0.196 0.149
C -0.587 -0.008 -0.137 0.339
H -1.084 0.974 -0.074 0.160
```

ΔE to the lowest compared entry with this formula, charge and spin: 5.9 kcal per mole
HOMO level: -11.7387 eV
Electronic energy: -5626.32218 eV
Maximum force: 1.14 eV Å⁻¹
SMILES: N#CC=O
E_LUMO: -0.86 eV

=====

No. 3
Formula: C2HNO
Source: OMol25
Level of theory: ωB97M-V/def2-TZVPD

Structure (XYZ):
```
5
Properties=species:S:1:pos:R:3:nbo_charge:R:1
O 0.862 -2.027 -0.475 -0.457
N 0.153 1.863 -0.274 -0.326
C -0.403 1.031 0.202 0.056
C 0.165 -1.195 -0.369 0.490
H -0.778 0.329 0.916 0.237
```

ΔE to the lowest compared entry with this formula, charge and spin: 19.0 kcal per mole
HOMO level: -11.8670 eV
Electronic energy: -5625.75439 eV
Maximum force: 5.66 eV Å⁻¹
E_LUMO: 0.74 eV

=====

No. 4
Formula: C2HNO3
Source: OMol25
Level of theory: ωB97M-V/def2-TZVPD

Structure (XYZ):
```
7
Properties=species:S:1:pos:R:3:nbo_charge:R:1
O -1.225 -0.123 -0.366 -0.332
O -0.315 1.440 -1.741 -0.538
O 0.882 0.395 -0.069 -0.456
N -0.747 -0.894 0.697 -0.131
C -0.233 0.669 -0.842 0.934
C 0.473 -0.546 0.816 0.303
H 1.158 -0.950 1.555 0.220
```

ΔE to the lowest compared entry with this formula, charge and spin: 26.0 kcal per mole
HOMO level: -11.0231 eV
Electronic energy: -9721.29967 eV
Maximum force: 0.76 eV Å⁻¹
SMILES: O=c1ocno1
E_LUMO: 0.66 eV

=====

No. 5
Formula: C2HNO3S
Source: OMol25
Level of theory: ωB97M-V/def2-TZVPD

Structure (XYZ):
```
8
Properties=species:S:1:pos:R:3:nbo_charge:R:1
S 0.136 0.760 1.179 0.209
O -2.230 -3.684 -1.604 -0.580
O 0.021 -1.218 0.544 -0.511
O 0.728 -2.922 1.950 -0.397
N -0.020 -3.113 -0.898 -0.692
C 0.431 -2.138 1.170 1.126
C -1.115 -3.330 -1.271 0.686
H -0.879 0.593 0.266 0.160
```

ΔE to the lowest compared entry with this formula, charge and spin: 106.3 kcal per mole
HOMO level: -9.0226 eV
Electronic energy: -20553.27162 eV
Maximum force: 4.52 eV Å⁻¹
E_LUMO: -4.31 eV

=====

No. 6
Formula: C2HNO3S
Source: OMol25
Level of theory: ωB97M-V/def2-TZVPD

Structure (XYZ):
```
8
Properties=species:S:1:pos:R:3:nbo_charge:R:1
S -2.657 0.160 -0.033 0.123
O -0.355 -1.291 -0.185 -0.330
O 1.257 0.398 0.202 -0.335
O 0.125 2.197 -0.244 -0.479
N 1.058 -0.937 -0.316 -0.024
C 0.055 0.979 -0.021 0.648
C -1.014 -0.052 0.031 0.043
H 1.531 -1.455 0.566 0.354
```

ΔE to the lowest compared entry with this formula, charge and spin: 103.2 kcal per mole
HOMO level: -10.0275 eV
Electronic energy: -20553.40602 eV
Maximum force: 5.80 eV Å⁻¹
SMILES: O=c1o[nH]oc1=S
E_LUMO: -1.79 eV

=====

No. 7
Formula: C2HNO3S
Source: OMol25
Level of theory: ωB97M-V/def2-TZVPD

Structure (XYZ):
```
8
Properties=species:S:1:pos:R:3:mulliken_spin:R:1
S -2.833 0.973 0.380 1.419
O -2.074 1.676 -0.656 0.570
O -0.738 -0.454 1.196 0.012
O 2.544 -1.515 0.140 0.000
N 0.754 0.030 -0.591 0.003
C 0.185 -0.534 0.468 -0.012
C 1.450 -1.097 0.068 0.007
H 0.712 0.920 -1.006 0.001
```

ΔE to the lowest compared entry with this formula, charge and spin: 0.0 kcal per mole
⟨S²⟩: 2.0073
HOMO level (alpha / beta): -8.9863 / -10.6915 eV
Electronic energy: -20554.20573 eV
Spin multiplicity: 3
Maximum force: 1.70 eV Å⁻¹
E_LUMO (alpha / beta): 0.17 / -0.95 eV

=====

No. 8
Formula: C2HNOS
Source: OMol25
Level of theory: ωB97M-V/def2-TZVPD

Structure (XYZ):
```
6
Properties=species:S:1:pos:R:3:nbo_charge:R:1
S 1.513 -0.057 -0.455 0.154
O 0.698 -2.440 -0.793 -0.461
N -0.157 3.238 -0.289 -0.349
C 0.717 -1.265 -0.540 0.311
C 0.952 3.171 -0.435 0.044
H 2.253 3.812 -0.332 0.301
```

ΔE to the lowest compared entry with this formula, charge and spin: 72.4 kcal per mole
HOMO level: -10.5765 eV
Electronic energy: -16459.39292 eV
Maximum force: 10.59 eV Å⁻¹
E_LUMO: -0.62 eV

=====

No. 9
Formula: C2HNOS
Source: OMol25
Level of theory: ωB97M-V/def2-TZVPD

Structure (XYZ):
```
6
Properties=species:S:1:pos:R:3:nbo_charge:R:1
S -0.734 -1.278 -0.535 0.212
O -1.537 1.230 -1.439 -0.488
N 1.207 0.232 1.002 -0.562
C 0.259 -0.051 0.281 0.105
C -0.759 0.503 -0.677 0.376
H 1.564 -0.636 1.368 0.357
```

ΔE to the lowest compared entry with this formula, charge and spin: 54.1 kcal per mole
HOMO level: -10.2458 eV
Electronic energy: -16460.18634 eV
Maximum force: 7.54 eV Å⁻¹
SMILES: [H]/N=c1\sc1=O
E_LUMO: -0.94 eV

=====

No. 10
Formula: C2HNS2
Source: OMol25
Level of theory: ωB97M-V/def2-TZVPD

Structure (XYZ):
```
6
Properties=species:S:1:pos:R:3:nbo_charge:R:1
S 0.858 -1.454 1.008 0.349
S 1.636 -0.963 -0.931 0.255
N -0.926 2.712 0.583 -0.527
C 0.007 -0.840 -0.283 -0.327
C -0.680 1.630 0.305 0.021
H -0.895 -1.085 -0.681 0.230
```

ΔE to the lowest compared entry with this formula, charge and spin: 84.8 kcal per mole
HOMO level (alpha / beta): -9.9622 / -9.9669 eV
Electronic energy: -25245.49864 eV
Maximum force: 3.77 eV Å⁻¹
E_LUMO (alpha / beta): -2.36 / -2.35 eV

=====

No. 11
Formula: C2HO2S2
Source: OMol25
Level of theory: ωB97M-V/def2-TZVPD

Structure (XYZ):
```
7
Properties=species:S:1:pos:R:3:nbo_charge:R:1
S 1.628 -0.897 -0.040 -0.143
S 0.308 1.962 -0.130 -0.106
O -1.841 -1.059 -0.752 -0.663
O -1.289 -0.220 1.242 -0.668
C 0.052 0.389 -0.107 -0.193
C -1.244 -0.334 -0.028 0.658
H 2.387 0.158 -0.186 0.115
```

ΔE to the lowest compared entry with this formula, charge and spin: 18.9 kcal per mole
HOMO level: -4.2788 eV
Electronic energy: -27856.16178 eV
Maximum force: 3.80 eV Å⁻¹
SMILES: O=C([O-])C(=S)S
E_LUMO: 3.30 eV
Net charge: -1

=====

No. 12
Formula: C2HO3Pb
Source: OMol25
Level of theory: ωB97M-V/def2-TZVPD

Structure (XYZ):
```
7
Properties=species:S:1:pos:R:3:mulliken_spin:R:1
Pb 2.451 -0.054 2.599 0.000
O 1.282 0.161 0.886 0.000
O -0.744 0.654 -1.520 0.182
O -0.018 -0.317 1.053 -0.014
C -0.631 -0.439 -0.046 -0.112
C -1.729 -0.098 -0.660 0.939
H -0.611 0.092 -2.312 0.003
```

ΔE to the lowest compared entry with this formula, charge and spin: 174.0 kcal per mole
⟨S²⟩: 0.8033
HOMO level (alpha / beta): -19.2555 / -18.9354 eV
Electronic energy: -13450.20874 eV
Spin multiplicity: 2
Maximum force: 2.96 eV Å⁻¹
E_LUMO (alpha / beta): -11.06 / -11.61 eV
Net charge: +2